Entry 1
{"formula": "CHClN4O", "method": "ωB97M-V/def2-TZVPD", "smiles": "OC1(Cl)N=NN=N1", "gap_ev": 8.531, "charge": 0, "e_homo_ha": -0.410, "species": ["O", "C", "Cl", "N", "N", "N", "N", "H"], "xyz": [[-0.080, -1.643, 0.208], [0.014, -0.386, -0.054], [2.102, -0.083, -0.392], [0.053, 0.652, 0.904], [-0.342, 1.671, 0.382], [-0.779, 1.354, -0.948], [-0.520, 0.189, -1.207], [-0.447, -1.754, 1.107]], "mulliken_charge": [-0.381, 0.731, -0.221, -0.164, -0.120, -0.094, -0.128, 0.378]}

=====

Entry 2
{"formula": "CHClN4O", "method": "ωB97M-V/def2-TZVPD", "gap_ev": 9.507, "charge": 0, "e_homo_ha": -0.379, "species": ["C", "N", "N", "N", "N", "O", "Cl", "H"], "xyz": [[1.457, 1.557, 0.184], [-2.218, -1.243, 0.151], [0.994, 2.485, 0.620], [-1.107, -1.486, -0.146], [0.013, -1.687, -0.062], [1.993, 0.570, -0.369], [-3.111, 0.070, -0.415], [1.979, -0.266, 0.038]], "mulliken_charge": [0.434, -0.359, -0.355, 0.849, -0.533, -0.445, 0.035, 0.374]}

=====

The winner here is entry 1, beating the second structure by 16.5 kcal/mol.

=====

Entry 1
{"formula": "C7H9NS2", "method": "ωB97M-V/def2-TZVPD", "gap_ev": [6.225, 6.624], "charge": 0, "e_homo_ha": [-0.262, -0.277], "species": ["C", "C", "C", "C", "C", "C", "C", "N", "S", "S", "H", "H", "H", "H", "H", "H", "H", "H", "H"], "xyz": [[3.009, -1.271, 0.276], [1.589, -1.585, -0.022], [3.309, 0.006, -0.017], [0.818, -0.429, -0.217], [-0.550, -0.485, -0.186], [-0.796, 2.488, -0.254], [-3.158, -1.081, 0.206], [-1.765, 1.584, 0.070], [1.927, 0.943, -0.378], [-1.603, -1.843, -0.225], [3.801, -2.052, 0.399], [1.028, -2.532, 0.175], [4.150, 0.746, 0.086], [-0.002, 2.489, 0.569], [-1.201, 3.423, -0.113], [-0.227, 2.212, -1.270], [-3.375, -1.299, 1.206], [-4.056, -1.227, -0.524], [-2.900, -0.088, 0.219]], "mulliken_charge": [-0.753, -0.550, -0.060, 0.758, -0.211, -0.649, -0.433, -0.471, -0.092, -0.037, 0.314, 0.285, 0.348, 0.243, 0.440, 0.171, 0.287, 0.274, 0.137]}

=====

Entry 2
{"formula": "C7H9NS2", "method": "ωB97M-V/def2-TZVPD", "smiles": "Cn1cccc1.S=C1CS1", "gap_ev": 8.169, "charge": 0, "e_homo_ha": -0.309, "species": ["C", "N", "C", "C", "C", "C", "H", "H", "H", "H", "H", "H", "H", "S", "C", "C", "S", "H", "H"], "xyz": [[1.209, 0.151, -1.876], [0.722, 0.877, -0.704], [1.261, 0.752, 0.514], [0.481, 1.287, 1.461], [-0.672, 1.743, 0.801], [-0.568, 1.399, -0.507], [0.527, -0.297, -2.513], [1.599, 0.896, -2.508], [2.035, -0.610, -1.693], [2.252, 0.234, 0.783], [0.752, 1.348, 2.444], [-1.525, 2.237, 1.109], [-1.172, 1.504, -1.288], [-1.958, -2.327, -1.513], [-1.221, -2.228, -0.109], [-1.246, -1.691, 1.263], [0.274, -2.603, 0.717], [-1.705, -2.132, 2.114], [-1.047, -0.539, 1.505]], "mulliken_charge": [-1.041, 0.272, -0.269, -0.765, -0.518, -0.567, 0.389, 0.431, 0.282, 0.277, 0.504, 0.454, 0.552, -0.280, 0.243, -0.221, -0.122, 0.340, 0.039]}

=====

The winner here is entry 2, beating the second structure by 119.2 kcal/mol.

=====

Entry 1
{"formula": "C4H12O2", "method": "ωB97M-V/def2-TZVPD", "smiles": "C=CCC.O.O", "gap_ev": 10.048, "charge": 0, "e_homo_ha": -0.338, "species": ["C", "C", "C", "C", "H", "H", "H", "H", "H", "H", "H", "H", "O", "H", "H", "O", "H", "H"], "xyz": [[0.959, 1.170, 1.824], [1.931, 0.214, 1.436], [1.570, -1.208, 1.552], [1.787, -1.937, 0.131], [1.421, 2.133, 1.811], [0.066, 0.720, 2.101], [2.947, 0.338, 1.120], [2.328, -1.559, 2.351], [0.437, -1.425, 1.816], [2.625, -2.585, 0.271], [1.054, -2.689, -0.161], [1.858, -1.170, -0.712], [-4.996, 4.685, -1.379], [-5.468, 4.128, -2.063], [-5.378, 4.191, -0.588], [-1.362, -1.685, -3.139], [-1.014, -0.952, -3.552], [-0.766, -2.371, -2.820]], "mulliken_charge": [-0.807, -0.303, -0.159, -1.003, 0.274, 0.293, 0.377, 0.227, 0.232, 0.286, 0.303, 0.283, -0.649, 0.324, 0.325, -0.630, 0.305, 0.323]}

=====

Entry 2
{"formula": "C4H12O2", "method": "ωB97M-V/def2-TZVPD", "smiles": "CCCCO.O", "gap_ev": 10.523, "charge": 0, "e_homo_ha": -0.366, "species": ["C", "C", "C", "C", "O", "H", "H", "H", "H", "H", "H", "H", "H", "H", "H", "O", "H", "H"], "xyz": [[-0.443, 1.063, -1.901], [0.261, -0.045, -1.143], [-0.654, -0.748, -0.126], [0.034, -1.611, 0.912], [-0.549, -1.472, 2.207], [-1.309, 0.687, -2.447], [0.254, 1.524, -2.603], [-0.747, 1.850, -1.210], [0.598, -0.904, -1.734], [1.147, 0.370, -0.673], [-1.316, -0.011, 0.331], [-1.393, -1.317, -0.705], [1.083, -1.323, 1.029], [-0.020, -2.667, 0.699], [-0.785, -0.580, 2.454], [1.008, 1.638, 1.368], [1.875, 2.035, 1.219], [0.957, 1.513, 2.323]], "mulliken_charge": [-1.313, -0.329, -0.723, -0.433, -0.564, 0.330, 0.358, 0.323, 0.363, 0.293, 0.380, 0.405, 0.275, 0.342, 0.282, -0.581, 0.299, 0.294]}

=====

The winner here is entry 2, beating the second structure by 45.6 kcal/mol.

=====

Entry 1
{"formula": "C4H12O2", "method": "ωB97M-V/def2-TZVPD", "smiles": "CCO.CCO", "gap_ev": 10.992, "charge": 0, "e_homo_ha": -0.368, "species": ["C", "C", "O", "H", "H", "H", "H", "H", "H", "C", "C", "O", "H", "H", "H", "H", "H", "H"], "xyz": [[-4.619, -1.101, -1.936], [-3.429, -1.318, -0.982], [-2.135, -1.027, -1.569], [-4.880, -0.043, -1.920], [-5.348, -1.895, -1.736], [-4.302, -1.408, -2.945], [-3.507, -0.769, -0.046], [-3.306, -2.361, -0.703], [-2.342, -0.414, -2.273], [3.284, 1.912, 2.492], [2.923, 0.785, 1.481], [3.984, 0.726, 0.466], [4.364, 2.056, 2.544], [2.950, 1.543, 3.468], [2.640, 2.762, 2.287], [2.968, -0.204, 1.966], [2.020, 0.727, 0.876], [4.785, 0.730, 1.008]], "mulliken_charge": [-1.023, -0.198, -0.512, 0.314, 0.319, 0.320, 0.239, 0.250, 0.291, -0.894, -0.198, -0.529, 0.347, 0.272, 0.215, 0.201, 0.309, 0.278]}

=====

Entry 2
{"formula": "C4H12O2", "method": "ωB97M-V/def2-TZVPD", "smiles": "C=C(C)C.O.O", "gap_ev": 9.857, "charge": 0, "e_homo_ha": -0.336, "species": ["C", "C", "C", "C", "H", "H", "H", "H", "H", "H", "H", "H", "O", "H", "H", "O", "H", "H"], "xyz": [[0.948, -1.327, 0.644], [0.476, -0.396, -0.255], [1.139, 0.811, -0.671], [-0.761, -0.704, -1.135], [0.411, -2.200, 0.787], [2.029, -1.425, 0.917], [1.079, 0.954, -1.832], [2.139, 1.148, -0.404], [0.684, 1.595, -0.223], [-1.490, -0.901, -0.445], [-0.594, -1.540, -1.711], [-1.025, -0.025, -1.910], [5.040, -0.779, -0.741], [4.318, -1.178, -1.281], [4.622, -0.045, -0.367], [-6.306, 2.063, 2.022], [-6.603, 1.914, 2.970], [-6.259, 1.137, 1.750]], "mulliken_charge": [-0.826, 0.841, -1.197, -1.477, 0.341, 0.252, 0.245, 0.291, 0.352, 0.393, 0.383, 0.401, -0.637, 0.326, 0.311, -0.644, 0.327, 0.318]}

=====

Entry 3
{"formula": "C4H12O2", "method": "ωB97M-V/def2-TZVPD", "smiles": "C/C=C/C.O.O", "gap_ev": 10.130, "charge": 0, "e_homo_ha": -0.337, "species": ["C", "C", "C", "C", "H", "H", "H", "H", "H", "H", "H", "H", "O", "H", "H", "O", "H", "H"], "xyz": [[-3.727, -0.434, -1.303], [-2.260, -0.602, -1.642], [-1.187, -0.382, -0.864], [0.217, -0.414, -1.437], [-4.388, -1.265, -1.544], [-3.789, -0.196, -0.225], [-3.967, 0.593, -1.734], [-1.978, -0.503, -2.697], [-1.206, -0.414, 0.217], [0.200, 0.190, -2.343], [0.919, 0.092, -0.754], [0.611, -1.436, -1.494], [-0.772, 0.626, 7.296], [0.177, 0.528, 7.172], [-1.228, 0.413, 6.481], [6.164, 0.730, -3.028], [6.993, 0.706, -2.535], [6.167, 1.641, -3.341]], "mulliken_charge": [-0.965, -0.148, -0.039, -1.080, 0.305, 0.288, 0.228, 0.236, 0.294, 0.310, 0.309, 0.262, -0.641, 0.321, 0.320, -0.640, 0.320, 0.320]}

=====

Entry 4
{"formula": "C4H12O2", "method": "ωB97M-V/def2-TZVPD", "smiles": "C=C(C)C.O.O", "gap_ev": 9.865, "charge": 0, "e_homo_ha": -0.343, "species": ["C", "C", "C", "C", "H", "H", "H", "H", "H", "H", "H", "H", "O", "H", "H", "O", "H", "H"], "xyz": [[1.179, 0.068, 0.320], [0.087, 0.299, -0.408], [-1.186, 0.782, 0.222], [-0.010, -0.319, -1.792], [1.975, -0.522, -0.085], [1.412, 0.533, 1.273], [-1.793, 1.331, -0.509], [-0.905, 1.284, 1.153], [-1.832, 0.006, 0.621], [-0.434, 0.403, -2.463], [-0.605, -1.223, -1.658], [0.948, -0.699, -2.156], [-2.800, 4.764, 3.547], [-2.066, 5.231, 3.112], [-2.583, 3.834, 3.427], [2.815, -5.491, -2.107], [3.350, -4.711, -2.287], [1.941, -5.257, -2.434]], "mulliken_charge": [-0.958, 0.931, -1.115, -1.185, 0.240, 0.267, 0.326, 0.268, 0.285, 0.345, 0.271, 0.326, -0.641, 0.322, 0.320, -0.635, 0.318, 0.318]}

=====

The winner here is entry 4, beating the second structure by 5.1 kcal/mol.